Entry from OMol25: 7 unconnected molecules or ions with the total composition C14H42O7S6 at a distorted geometry (ωB97M-V with the def2-TZVPD basis set).

F_max in hartree/bohr: 0.124
Relative energy (zero: lowest compared OMol25 entry of this formula, charge and spin) in eV: 0.000
HOMO in eV: -8.2699
LUMO level in hartree: 0.0112

Last column: natural (NBO) charge in e.
CARTESIAN COORDINATES (ANGSTROEM)
C  -25.6906  32.7306  5.4568  -0.643
C  -26.3689  33.2263  4.1608  -0.070
O  -25.3280  33.4859  3.2465  -0.755
H  -24.8682  31.9032  5.3068  0.212
H  -26.4391  32.2257  6.0990  0.217
H  -25.4986  33.5669  6.1643  0.200
H  -26.9578  33.9996  4.3443  0.150
H  -26.8567  32.3969  3.7764  0.160
H  -25.8404  33.3162  2.4397  0.505
C  -28.5488  31.3506  0.1704  -0.801
S  -28.0909  33.0999  0.3507  1.266
O  -26.7928  33.1146  1.0102  -1.035
C  -27.7573  33.4430  -1.4489  -0.846
H  -29.0712  31.1694  1.0754  0.273
H  -27.6257  30.9041  -0.1567  0.236
H  -29.4167  31.4172  -0.7230  0.220
H  -27.4614  34.5954  -1.5099  0.238
H  -28.6400  33.4336  -2.1477  0.241
H  -26.8818  32.8652  -1.7604  0.233
C  -24.6368  30.2052  7.9166  -0.851
S  -25.9487  29.0429  8.0596  1.281
O  -26.9375  29.5923  7.0461  -1.042
C  -25.3732  27.7072  7.0960  -0.807
H  -25.0815  31.2235  8.0621  0.253
H  -24.0516  30.3894  7.1193  0.235
H  -23.9676  30.0205  8.6749  0.220
H  -24.5331  27.4978  7.7046  0.211
H  -25.2013  27.8406  6.0442  0.265
H  -26.0708  26.9772  7.4805  0.236
C  -29.7951  28.2978  5.5070  -0.814
S  -28.9568  29.6521  4.6047  1.216
O  -29.6146  29.7272  3.1890  -0.998
C  -29.6474  30.9826  5.5778  -0.838
H  -29.5112  28.4901  6.5401  0.239
H  -29.3198  27.2790  5.0967  0.246
H  -30.9269  28.4192  5.3799  0.239
H  -29.3145  31.0079  6.5501  0.244
H  -30.8592  31.0132  5.4353  0.232
H  -29.2657  31.9489  5.2684  0.239
C  -24.1393  29.6841  3.4594  -0.852
S  -23.6153  29.1066  1.8327  1.289
O  -23.7894  27.6126  1.8238  -0.999
C  -25.0205  29.5769  0.9062  -0.909
H  -25.1595  29.2643  3.5591  0.236
H  -24.5270  30.7128  3.3042  0.244
H  -23.4405  29.4431  4.1764  0.248
H  -26.0292  29.0742  1.1665  0.248
H  -25.0870  29.1050  -0.0812  0.257
H  -25.0525  30.6921  0.7744  0.233
C  -21.6455  32.0262  4.1660  -0.858
S  -20.2882  31.0876  3.6719  1.271
O  -20.9785  29.7353  3.3922  -0.995
C  -20.1380  31.8301  2.1321  -0.902
H  -21.9205  31.7694  5.1682  0.239
H  -22.4585  31.8533  3.3915  0.259
H  -21.4369  33.0608  3.8633  0.238
H  -19.4379  31.0114  1.4702  0.254
H  -19.8198  32.8199  2.0083  0.240
H  -20.9461  31.7519  1.4133  0.251
C  -26.5845  36.3528  7.0671  -0.847
S  -28.1692  36.5048  6.1632  1.277
O  -28.9512  37.4096  7.0279  -0.978
C  -27.4204  37.5544  4.9353  -0.866
H  -26.9077  35.9285  8.1121  0.240
H  -26.2220  37.2195  7.4731  0.226
H  -25.7310  35.7683  6.4262  0.234
H  -28.1833  37.8999  4.3474  0.230
H  -26.4245  37.3301  4.4636  0.250
H  -27.1514  38.4724  5.4683  0.238

Entry from OMol25: a molecular structure, C14H43BaFeNO15P at a distorted geometry (ωB97M-V with the def2-TZVPD basis set).

F_max in hartree/bohr: 0.097
Net charge: +1
Relative energy (zero: lowest compared OMol25 entry of this formula, charge and spin) in eV: 13.675
HOMO (alpha / beta) in eV: -9.9674 / -9.4058
2S+1: 5
LUMO level (alpha / beta) in hartree: -0.2215 / -0.2209

Last column: Mulliken charge in e.
CARTESIAN COORDINATES (ANGSTROEM)
Fe  28.6254  -26.3139  24.1316  0.901
Ba  31.6301  -23.8363  19.8341  1.832
P  31.0614  -27.7534  23.0501  0.406
O  31.2185  -26.8379  24.2628  -0.428
O  29.8064  -28.5473  23.5660  -0.477
O  32.2821  -28.4306  22.5122  -0.424
O  30.4178  -26.6141  22.2373  -0.832
C  27.0492  -24.4180  17.3745  -0.562
O  27.9447  -24.8994  18.3890  -0.497
H  27.6214  -24.2414  16.4637  0.269
H  26.3132  -25.1898  17.1493  0.257
H  26.6769  -23.4781  17.7819  0.217
H  28.0548  -25.8339  18.1988  0.322
C  36.3529  -26.9181  20.6876  -0.592
O  34.9612  -26.7285  20.4273  -0.481
H  37.0297  -26.2158  20.2010  0.264
H  36.4230  -26.7260  21.7583  0.256
H  36.6584  -27.9584  20.5754  0.246
H  34.5679  -27.3835  21.0086  0.305
C  24.0465  -26.9400  21.2058  -1.598
C  24.4948  -25.9191  22.2480  0.518
C  23.3495  -25.1976  22.9673  -0.978
O  23.8794  -24.1064  23.7947  -0.292
C  22.9256  -23.0363  23.9574  -0.723
N  25.2033  -26.5651  23.3144  -0.463
H  24.9484  -27.4234  20.8305  0.431
H  23.5606  -26.4802  20.3452  0.383
H  23.4590  -27.7769  21.5833  0.418
H  25.1636  -25.1897  21.7910  0.185
H  22.7948  -25.9651  23.5072  0.401
H  22.6379  -24.8903  22.2010  0.456
H  21.9610  -23.4476  24.2548  0.291
H  22.8708  -22.6690  22.9326  0.311
H  23.2586  -22.2570  24.6429  0.225
H  25.1898  -27.5545  23.1123  0.231
H  24.5418  -26.5322  24.0769  0.272
C  32.9442  -31.8028  19.2644  -0.432
C  32.3260  -32.6346  20.3978  -0.243
O  32.8230  -32.1966  21.6610  -0.474
O  32.2898  -30.5054  19.3044  -0.489
H  32.9505  -32.2018  18.2501  0.330
H  34.0077  -31.6109  19.4065  0.245
H  32.6086  -33.6824  20.2952  0.321
H  31.2421  -32.6238  20.2836  0.179
H  32.8163  -31.2427  21.7692  0.291
H  32.3992  -30.1180  20.1759  0.267
C  33.5116  -23.3182  26.1760  -0.291
C  34.3936  -23.6510  24.9586  -0.478
O  33.5820  -23.9609  23.8525  -0.423
O  33.0093  -24.5098  26.8175  -0.455
H  32.7713  -22.6313  25.7657  0.201
H  34.1132  -22.7901  26.9158  0.346
H  35.1206  -24.4436  25.1360  0.231
H  34.9668  -22.7790  24.6436  0.331
H  33.1111  -24.7418  24.1524  0.231
H  32.6029  -25.0468  26.1334  0.287
C  26.7483  -32.4247  23.6974  -0.255
C  27.2552  -32.2105  25.1297  -0.480
O  28.7054  -32.1443  25.2720  -0.457
O  26.9230  -31.2682  22.9001  -0.469
H  25.6697  -32.5788  23.6674  0.306
H  27.2237  -33.2958  23.2465  0.227
H  26.8678  -33.0625  25.6884  0.314
H  26.8912  -31.3024  25.6102  0.270
H  29.0350  -31.4291  24.7229  0.271
H  27.7822  -30.8888  23.0986  0.275
C  34.9931  -29.3168  26.4726  -0.359
C  33.6692  -29.8709  27.1256  -0.328
O  32.6438  -28.9427  27.2183  -0.489
O  34.9873  -29.6359  25.0983  -0.505
H  35.8098  -29.8495  26.9597  0.309
H  35.1362  -28.2446  26.6071  0.202
H  33.9148  -30.1019  28.1622  0.335
H  33.3425  -30.7823  26.6248  0.230
H  32.5170  -28.5324  26.3598  0.275
H  34.3230  -29.1575  24.5968  0.299

Entry from OMol25: a molecular structure, C14H43O10Ti at a distorted geometry (ωB97M-V with the def2-TZVPD basis set).

F_max in hartree/bohr: 0.063
Relative energy (zero: lowest compared OMol25 entry of this formula, charge and spin) in eV: 3.298
HOMO (alpha / beta) in eV: -7.1912 / -9.6958
2S+1: 4
LUMO level (alpha / beta) in hartree: -0.0183 / -0.0282

Last column: natural (NBO) charge in e.
CARTESIAN COORDINATES (ANGSTROEM)
Ti  3.6188  -0.9148  -1.5485  0.891
C  -0.3152  0.3288  -0.3171  -0.719
C  1.0308  -0.0920  -0.9010  0.800
O  2.0393  0.1707  -0.2337  -0.828
O  1.1199  -0.7236  -1.9830  -0.827
H  -0.6568  -0.4332  0.3834  0.238
H  -1.0991  0.3719  -1.0733  0.230
H  -0.2041  1.2903  0.1842  0.235
C  -2.7754  4.1808  1.1413  -0.242
O  -2.3572  3.0526  0.3744  -0.753
H  -2.1575  4.3303  2.0267  0.186
H  -2.9104  5.0450  0.4909  0.174
H  -3.7408  3.8875  1.5536  0.163
H  -2.4893  3.1065  -0.5749  0.476
C  2.7017  1.4183  -4.0532  -0.259
O  1.9678  0.3934  -4.7056  -0.734
H  2.3295  1.6099  -3.0467  0.160
H  3.7077  1.0074  -3.9684  0.147
H  2.7436  2.3506  -4.6164  0.192
H  1.4969  -0.0697  -4.0089  0.486
C  -0.2668  -1.0368  3.7904  -0.241
O  0.4740  -1.4170  4.8670  -0.706
H  0.3732  -0.6426  3.0011  0.172
H  -0.7896  -1.8786  3.3364  0.151
H  -0.9799  -0.2831  4.1245  0.162
H  -0.1914  -1.5671  5.5425  0.463
C  3.5069  0.2111  3.3952  -0.271
O  4.1031  0.1096  2.1203  -0.737
H  3.1113  -0.7817  3.6095  0.164
H  4.1335  0.4273  4.2605  0.193
H  2.5281  0.6839  3.4752  0.171
H  3.3853  0.0015  1.4921  0.480
C  -0.9746  1.0654  -4.4379  -0.646
C  -1.5522  -0.2949  -4.2105  -0.054
O  -0.6229  -1.2814  -4.0631  -0.750
H  -1.7185  1.8352  -4.6434  0.206
H  -0.4201  1.0925  -5.3759  0.228
H  -0.2946  1.4524  -3.6790  0.192
H  -2.1780  -0.5076  -5.0773  0.173
H  -2.1297  -0.4105  -3.2933  0.145
H  -0.1236  -1.2133  -3.2460  0.493
C  3.7533  3.5016  -0.1404  -0.621
C  2.7952  3.3091  1.0359  -0.078
O  1.4997  3.6577  0.5214  -0.716
H  3.5795  2.7871  -0.9450  0.186
H  4.7776  3.4171  0.2225  0.202
H  3.6160  4.4905  -0.5778  0.211
H  3.1506  3.9898  1.8095  0.172
H  2.8774  2.2683  1.3490  0.177
H  1.1903  2.7837  0.2727  0.462
C  -0.9716  -3.9400  -1.2700  -0.631
C  -0.3071  -4.1438  0.0830  -0.048
O  -1.0334  -5.1579  0.6827  -0.742
H  -2.0504  -4.0941  -1.2910  0.226
H  -0.5044  -4.6958  -1.9014  0.212
H  -0.7159  -2.9659  -1.6869  0.212
H  -0.3326  -3.2382  0.6892  0.139
H  0.7231  -4.4968  0.0363  0.156
H  -0.7942  -5.4432  1.5675  0.475
C  -3.4080  -2.3349  1.5316  -0.645
C  -3.8734  -1.5467  2.7024  -0.075
O  -5.2299  -1.5410  2.6264  -0.686
H  -2.4274  -2.0970  1.1194  0.203
H  -3.9448  -2.1150  0.6088  0.226
H  -3.4477  -3.3910  1.7983  0.202
H  -3.4805  -0.5455  2.5250  0.168
H  -3.4611  -1.8783  3.6553  0.150
H  -5.4040  -2.4548  2.8637  0.456